{
  "formula": "C30H30F4N3",
  "method": "ωB97M-V/def2-TZVPD",
  "symbols": ["F", "F", "F", "F", "N", "N", "N", "C", "C", "C", "C", "C", "C", "C", "C", "C", "C", "C", "C", "C", "C", "C", "C", "C", "C", "C", "C", "C", "C", "C", "C", "C", "C", "C", "C", "C", "C", "H", "H", "H", "H", "H", "H", "H", "H", "H", "H", "H", "H", "H", "H", "H", "H", "H", "H", "H", "H", "H", "H", "H", "H", "H", "H", "H", "H", "H", "H"],
  "positions_angstrom": [[-0.60269, 7.15581, 1.21093], [2.21249, 6.02669, -2.45118], [0.32325, -2.40954, 6.02349], [-1.86194, 1.77563, 6.56320], [-1.86121, -1.10723, -1.77718], [-0.29769, -2.53111, -1.94319], [-1.63392, -2.38659, -2.00079], [-3.99667, -1.78955, -2.52366], [0.54684, -0.75375, 4.32291], [0.72967, 2.50873, 0.58086], [-0.27573, -4.49012, -0.47450], [0.30743, -1.34909, -1.68027], [3.88030, -1.20465, -2.87478], [-0.70106, -0.38883, -1.50020], [-0.59190, 1.38610, 4.59283], [-0.02627, 4.87663, 0.85642], [-3.71566, -0.28178, -0.48041], [0.40456, 2.16754, 1.90361], [-0.58263, 0.97386, -1.20299], [0.03996, 6.20121, 0.45107], [-3.24362, -0.65439, -1.86403], [0.64971, 0.92860, 2.48624], [1.45477, 5.63941, -1.36406], [1.75530, -1.24138, -1.68352], [0.19834, 0.52245, 3.78250], [2.44934, -1.09584, -0.46529], [0.69939, 3.88009, 0.14184], [1.44641, 4.29997, -0.99871], [4.55991, -1.06367, -1.65014], [3.83639, -1.00773, -0.44627], [0.21007, -3.92349, -1.79967], [2.49510, -1.30094, -2.89310], [-0.79635, -0.33258, 6.32930], [-1.06406, 0.93754, 5.81679], [0.03480, -1.14713, 5.54772], [0.76587, 6.63016, -0.66061], [-0.30475, -4.73834, -2.97202], [1.94858, -1.40679, -3.83402], [4.45068, -1.23797, -3.81022], [0.29593, 1.43922, -1.61340], [-1.37175, -4.44913, -0.42652], [-5.06357, -1.55810, -2.56398], [-0.02761, -5.78957, -2.83463], [4.35908, -0.89823, 0.50951], [1.19271, -1.42417, 3.75234], [-4.76018, 0.03468, -0.51399], [-1.20897, -0.67210, 7.27396], [2.04562, 3.56940, -1.54454], [1.30098, -3.84569, -1.82109], [-3.84291, -2.72666, -1.97984], [0.14043, -3.92148, 0.36535], [-1.39487, -4.66294, -3.04100], [0.13857, -4.38874, -3.90927], [-0.84478, 2.37871, 4.24125], [1.32137, 1.79460, 0.00429], [-0.59686, 4.61889, 1.74653], [0.04093, -5.53502, -0.37760], [-0.03332, 2.94599, 2.52866], [1.29730, 0.23040, 1.94608], [0.78004, 7.66942, -0.96938], [-3.63235, -1.14975, 0.18106], [-3.64204, -1.93624, -3.54815], [-1.46310, 1.50940, -0.89772], [-3.26290, 0.23552, -2.50243], [1.85253, -1.07895, 0.44941], [5.64875, -0.99179, -1.63441], [-3.11202, 0.53438, -0.07946]],
  "forces_ev_per_a": [[0.62, -1.13, -0.94], [-0.94, -0.51, 1.27], [-0.23, 1.45, -0.60], [0.88, -0.87, -0.82], [1.50, -0.32, 0.26], [-2.29, 0.76, 0.32], [2.08, -0.14, 0.22], [-0.80, -0.06, -0.19], [-0.16, 0.49, -0.64], [1.04, -0.91, -0.01], [0.02, 0.10, 0.31], [-0.32, -0.45, -0.08], [0.43, 0.01, 0.41], [-0.06, -0.84, -0.37], [0.15, -0.59, -0.25], [0.29, -0.20, -0.16], [-0.26, -0.08, 0.32], [-0.13, -1.24, 1.05], [0.00, 0.42, 0.12], [-0.24, 0.57, 0.57], [-0.13, 0.02, -0.22], [0.45, 1.31, -1.09], [0.53, 0.38, -0.58], [1.70, 0.28, 0.10], [-0.32, -0.33, 2.05], [-0.43, -0.03, -0.52], [-0.37, 1.44, -0.81], [-0.26, -0.40, 0.44], [-0.51, 0.03, 0.01], [0.35, 0.01, -0.26], [-0.14, -0.04, -0.39], [-0.68, 0.07, 0.55], [0.43, 0.02, -0.67], [-0.49, 0.42, 0.45], [-0.19, -0.58, 0.61], [-0.07, -0.68, 0.00], [0.17, -0.18, -0.28], [0.24, 0.04, 0.25], [-0.29, 0.00, 0.41], [-0.29, 0.33, -0.21], [0.29, -0.06, -0.01], [0.11, 0.02, 0.04], [-0.08, 0.22, -0.04], [-0.16, -0.06, -0.41], [-0.24, 0.11, 0.25], [0.11, 0.00, 0.03], [0.10, 0.08, -0.16], [-0.18, 0.31, 0.03], [-0.17, 0.04, 0.00], [-0.32, 0.27, -0.10], [-0.12, -0.12, -0.08], [0.22, -0.08, 0.02], [-0.13, -0.06, 0.07], [-0.13, -0.13, 0.24], [0.03, 0.48, 0.43], [0.05, 0.25, -0.32], [-0.03, 0.26, -0.03], [-0.11, -0.38, -0.25], [-0.50, 0.08, 0.02], [0.07, -0.14, 0.08], [-0.06, 0.13, 0.01], [-0.08, -0.02, 0.15], [0.02, 0.46, -0.49], [0.18, -0.08, 0.00], [0.32, -0.01, -0.20], [-0.35, -0.03, -0.01], [-0.14, -0.10, 0.10]],
  "mulliken_charge": [-0.30, -0.30, -0.30, -0.30, 0.85, 0.66, -0.90, -1.46, -0.83, -0.34, -1.29, -1.04, -0.72, 2.18, -0.94, -0.92, -1.26, -0.66, -1.92, 0.38, 0.31, -0.37, 0.36, -0.35, 1.13, 0.01, 1.11, -0.74, -0.46, -0.70, 0.40, -0.29, -0.73, 0.41, 0.40, -0.72, -1.33, 0.48, 0.41, 0.65, 0.31, 0.45, 0.44, 0.42, 0.47, 0.41, 0.48, 0.48, 0.16, 0.31, 0.31, 0.32, 0.35, 0.53, 0.68, 0.54, 0.43, 0.12, 0.24, 0.49, 0.33, 0.39, 0.20, 0.24, 0.59, 0.41, 0.35],
  "e_homo_ev": -9.5,
  "charge": 1,
  "e_lumo_ev": -5.2,
  "orbital_gap_ev": 4.365
}

---

{
  "formula": "C30H30N3Sr",
  "method": "ωB97M-V/def2-TZVPD",
  "symbols": ["Sr", "N", "N", "N", "C", "C", "C", "C", "C", "C", "C", "C", "C", "C", "C", "C", "C", "C", "C", "C", "C", "C", "C", "C", "C", "C", "C", "C", "C", "C", "C", "C", "C", "C", "H", "H", "H", "H", "H", "H", "H", "H", "H", "H", "H", "H", "H", "H", "H", "H", "H", "H", "H", "H", "H", "H", "H", "H", "H", "H", "H", "H", "H", "H"],
  "positions_angstrom": [[0.05475, 0.02917, -0.42323], [0.79800, -2.21796, -0.84407], [-1.83193, -1.36042, -0.80300], [-1.82911, 1.38930, -1.03980], [2.06777, -2.57099, -0.87564], [4.24078, 0.41237, -0.57523], [1.00661, 2.08819, 1.74386], [-2.50991, -3.77459, -0.93851], [2.51790, 2.17866, -0.14442], [-4.22393, 1.51434, -0.94958], [1.55208, 0.84650, 2.11225], [-1.76532, 2.69977, -1.14601], [-3.06897, -0.71812, -0.84010], [3.36877, -0.89308, 1.97526], [-4.34094, -1.25079, -0.73773], [-1.60091, -2.73523, -0.86591], [1.52703, -4.86378, -0.93675], [3.02496, 2.87509, -1.38672], [0.15694, -4.53142, -0.92034], [-2.89135, 3.52756, -1.14813], [-0.19745, -3.16920, -0.87366], [-2.13578, -5.14189, -0.99236], [1.19113, 4.24692, 0.41931], [-4.10927, 2.91790, -1.05116], [2.65710, 0.32162, 1.42181], [0.94999, 0.10582, 3.28595], [1.54420, 2.79377, 0.65692], [2.49395, -3.90095, -0.91883], [-0.84125, -5.53689, -0.97428], [3.09613, 0.95887, 0.24937], [-0.14757, 2.63925, 2.55156], [-3.04352, 0.74827, -0.94469], [-5.49118, 0.88550, -0.85918], [-5.52155, -0.46499, -0.75302], [-6.39129, 1.48605, -0.86714], [-0.55283, -6.57925, -1.01641], [-3.56041, -3.58214, -0.97374], [3.24781, 2.17032, -2.18603], [-0.77300, 3.12669, -1.24913], [3.94558, 0.23432, -1.61176], [-4.48578, -2.30134, -0.60432], [2.03766, 4.78101, -0.00676], [-1.04756, 2.02860, 2.43310], [3.95458, 3.41916, -1.19273], [-5.01867, 3.50853, -1.05794], [5.07243, 1.11868, -0.61840], [-0.42207, 3.64686, 2.25714], [-2.92527, -5.88156, -1.05017], [2.96312, -1.83821, 1.60449], [2.79836, -1.76738, -0.86752], [1.20787, -0.94978, 3.28561], [2.30730, 3.59465, -1.77451], [-0.13825, 0.17210, 3.28589], [-2.78634, 4.59927, -1.23996], [1.27489, 0.52404, 4.24268], [0.07104, 2.64599, 3.62036], [3.54746, -4.14091, -0.94719], [-6.47202, -0.97785, -0.66584], [4.62564, -0.52650, -0.19062], [1.80047, -5.91259, -0.97623], [3.29648, -0.92306, 3.05940], [0.34698, 4.40944, -0.25212], [4.42728, -0.87787, 1.73088], [0.95041, 4.74414, 1.35501]],
  "forces_ev_per_a": [[1.18, 0.92, 0.60], [-0.22, -0.80, -0.17], [-0.34, -0.33, -0.14], [-0.81, -0.04, -0.20], [-0.11, -0.10, -0.03], [-0.01, -0.03, -0.03], [-0.18, -0.05, 0.07], [0.02, -0.31, -0.06], [0.06, 0.06, -0.07], [-0.28, 0.10, -0.04], [-0.16, -0.05, 0.05], [-0.12, -0.06, -0.04], [0.36, 0.17, 0.12], [0.02, -0.02, 0.02], [-0.28, 0.13, 0.04], [0.20, 0.32, 0.04], [0.03, -0.24, -0.01], [0.03, 0.03, 0.00], [-0.03, -0.24, -0.05], [0.04, -0.07, -0.06], [0.02, 0.57, 0.05], [-0.29, 0.25, 0.00], [0.04, 0.04, -0.01], [-0.18, 0.07, 0.01], [-0.05, -0.13, -0.05], [-0.02, -0.02, 0.02], [0.00, 0.11, 0.00], [-0.01, 0.09, -0.03], [0.26, 0.07, 0.00], [0.05, -0.03, -0.10], [-0.03, 0.02, -0.01], [0.57, -0.19, -0.06], [0.15, 0.18, -0.01], [0.13, -0.31, 0.03], [0.02, -0.02, 0.00], [-0.01, 0.03, 0.01], [-0.05, -0.05, -0.05], [-0.03, -0.03, 0.01], [-0.02, -0.03, 0.00], [-0.04, 0.01, 0.01], [-0.07, -0.03, 0.05], [0.02, -0.03, 0.02], [0.02, -0.04, -0.04], [-0.03, -0.02, 0.05], [0.02, -0.03, 0.01], [-0.03, 0.02, 0.06], [0.02, -0.02, -0.01], [0.01, 0.04, 0.01], [-0.04, 0.04, -0.03], [-0.04, -0.01, 0.00], [0.01, 0.00, -0.01], [-0.01, -0.04, 0.00], [-0.01, 0.01, -0.03], [-0.02, -0.01, 0.01], [0.06, 0.02, -0.04], [0.06, 0.02, -0.03], [-0.02, 0.00, 0.01], [0.04, 0.00, -0.01], [0.00, 0.02, 0.01], [-0.02, 0.03, 0.01], [0.03, 0.04, 0.01], [0.00, -0.05, 0.02], [0.01, 0.02, 0.02], [0.01, -0.01, 0.02]],
  "mulliken_charge": [2.09, -0.55, -0.15, -0.59, -0.50, -2.57, 1.19, -0.47, 0.44, 1.66, 0.61, -0.53, 0.19, -2.36, -0.49, 0.44, -0.58, -2.24, 1.65, -0.73, -0.13, -1.26, -2.00, -0.64, 1.57, -2.32, 1.07, -0.95, -0.92, 1.27, -2.17, 0.10, -0.88, -1.25, 0.40, 0.41, 0.21, 0.44, 0.65, 0.48, 0.31, 0.50, 0.31, 0.39, 0.42, 0.47, 0.42, 0.38, 0.33, 0.70, 0.48, 0.48, 0.42, 0.46, 0.39, 0.42, 0.47, 0.39, 0.46, 0.41, 0.56, 0.22, 0.49, 0.54],
  "e_homo_ev": -9.4,
  "charge": 1,
  "e_lumo_ev": -2.6,
  "orbital_gap_ev": 6.789,
  "e_above_lowest_kj_mol": 43.3
}